{"formula": "C68H150N12O15", "method": "wB97M-V/def2-TZVPD", "max_force_ev_per_a": 4.496, "homo_ev": -8.81, "charge": 2, "lumo_energy_ev": -4.285, "homo_lumo_gap_ev": 4.523, "e_tot_ha": -4465.16070, "species": ["C", "C", "C", "N", "C", "C", "C", "C", "C", "H", "H", "H", "H", "H", "H", "H", "H", "H", "H", "H", "H", "H", "H", "H", "H", "H", "H", "C", "C", "C", "N", "C", "C", "C", "C", "C", "H", "H", "H", "H", "H", "H", "H", "H", "H", "H", "H", "H", "H", "H", "H", "H", "H", "H", "C", "C", "C", "N", "C", "C", "C", "C", "C", "H", "H", "H", "H", "H", "H", "H", "H", "H", "H", "H", "H", "H", "H", "H", "H", "H", "H", "C", "C", "C", "C", "N", "C", "C", "C", "C", "C", "C", "C", "H", "H", "H", "H", "H", "H", "H", "H", "H", "H", "H", "H", "H", "H", "H", "H", "H", "H", "H", "H", "H", "H", "H", "H", "C", "C", "C", "C", "N", "C", "C", "C", "C", "C", "C", "C", "H", "H", "H", "H", "H", "H", "H", "H", "H", "H", "H", "H", "H", "H", "H", "H", "H", "H", "H", "H", "H", "H", "H", "H", "C", "C", "C", "C", "N", "C", "C", "C", "C", "C", "C", "C", "H", "H", "H", "H", "H", "H", "H", "H", "H", "H", "H", "H", "H", "H", "H", "H", "H", "H", "H", "H", "H", "H", "H", "H", "C", "C", "C", "C", "N", "C", "C", "C", "C", "C", "C", "C", "H", "H", "H", "H", "H", "H", "H", "H", "H", "H", "H", "H", "H", "H", "H", "H", "H", "H", "H", "H", "H", "H", "H", "H", "N", "O", "O", "O", "N", "O", "O", "O", "N", "O", "O", "O", "N", "O", "O", "O", "N", "O", "O", "O"], "xyz": [[-3.844215, -1.820414, -1.703070], [-4.140574, -0.299737, -1.819081], [-4.184553, 0.274401, -3.235125], [-4.642431, 1.750111, -3.290160], [-3.684191, 2.627498, -2.418872], [-4.676669, 2.305615, -4.725073], [-5.991793, 2.971190, -4.952220], [-6.623578, 3.134069, -3.572194], [-6.113507, 1.903495, -2.755404], [-4.567304, -2.469414, -2.197076], [-3.891945, -2.066820, -0.642356], [-2.847182, -2.147295, -1.998333], [-3.279280, 0.202577, -1.378693], [-5.034239, 0.030144, -1.289327], [-4.909129, -0.249009, -3.858931], [-3.230967, 0.297221, -3.762612], [-3.927932, 3.681985, -2.548308], [-2.666613, 2.599657, -2.808569], [-3.764190, 2.472903, -1.342860], [-3.949027, 3.111018, -4.824832], [-4.381472, 1.540431, -5.443030], [-5.754097, 3.976498, -5.300001], [-6.607295, 2.595106, -5.769425], [-6.329864, 3.988391, -2.962293], [-7.712946, 3.121256, -3.607147], [-6.192394, 2.081806, -1.682981], [-6.753899, 1.045039, -2.958002], [-2.566080, 1.394490, 6.881560], [-2.578168, 2.361282, 5.617297], [-2.154146, 3.779857, 6.024963], [-2.918858, 4.831451, 5.162712], [-2.657303, 4.522644, 3.616098], [-2.618457, 6.295359, 5.562314], [-3.785073, 7.152255, 5.090728], [-4.924966, 6.212987, 4.790619], [-4.472397, 4.887652, 5.383798], [-2.771384, 0.353800, 6.630761], [-3.357584, 1.727728, 7.552804], [-1.577326, 1.515083, 7.324214], [-3.591772, 2.165725, 5.267343], [-1.860542, 1.945537, 4.910005], [-1.072809, 3.849200, 5.906664], [-2.325909, 3.989054, 7.080817], [-2.916401, 3.556859, 3.182237], [-1.595899, 4.748460, 3.513439], [-3.154839, 5.353403, 3.115704], [-1.597920, 6.598976, 5.329052], [-2.537468, 6.315660, 6.649108], [-3.389994, 7.470177, 4.125876], [-4.042640, 8.008760, 5.713758], [-5.125400, 6.234130, 3.719409], [-5.884066, 6.588194, 5.147625], [-4.907627, 3.994584, 4.935330], [-4.661471, 4.825408, 6.455474], [-1.582020, 2.555503, 0.940996], [-0.182267, 2.128450, 0.402563], [0.062200, 0.694140, 0.816343], [1.429102, 0.063338, 0.422775], [2.539190, 0.622785, 1.257186], [1.762473, 0.206168, -1.060673], [2.221219, -1.170249, -1.480067], [2.381803, -2.127329, -0.312280], [1.453988, -1.462235, 0.728812], [-1.692394, 2.293827, 1.993341], [-2.354932, 1.888161, 0.559723], [-1.984306, 3.565189, 0.858498], [0.557865, 2.833185, 0.781585], [-0.214303, 2.252301, -0.679905], [-0.606616, -0.044909, 0.375200], [0.057423, 0.577386, 1.900058], [2.315676, 0.552213, 2.321687], [2.630016, 1.689482, 1.052214], [3.467229, 0.162481, 0.918130], [2.518930, 0.983410, -1.169200], [1.000553, 0.581470, -1.743837], [3.057229, -1.199915, -2.178864], [1.463467, -1.629829, -2.114638], [3.426632, -2.129748, -0.001748], [2.106966, -3.157871, -0.537128], [1.722618, -1.716573, 1.754117], [0.479212, -1.851038, 0.434293], [5.319121, 10.472776, -1.083227], [5.452208, 8.969287, -1.566075], [4.200388, 8.048507, -1.112221], [4.558473, 6.569736, -1.054272], [3.400943, 5.555819, -0.654018], [3.880315, 4.158422, -1.010585], [4.929726, 3.829850, 0.154871], [4.262642, 4.505930, 1.352166], [3.215400, 5.393990, 0.814175], [2.036152, 5.915128, -1.402150], [0.928771, 4.822621, -1.514405], [-0.101389, 5.135008, -2.638913], [5.984140, 11.046070, -1.729125], [5.705257, 10.537010, -0.065937], [4.269373, 10.730998, -1.222688], [6.309146, 8.591305, -1.008499], [5.483070, 9.012184, -2.654793], [3.388037, 8.263795, -1.806360], [3.880007, 8.299420, -0.101029], [5.159007, 6.414773, -0.157919], [5.117907, 6.254636, -1.935089], [3.048476, 3.456024, -0.957762], [4.210576, 4.245294, -2.045713], [5.082164, 2.778739, 0.399860], [5.907686, 4.263608, -0.053791], [3.755802, 3.622844, 1.741223], [4.956117, 4.895999, 2.097187], [2.232259, 4.959532, 0.995205], [3.236573, 6.428763, 1.156064], [2.310415, 6.293333, -2.386953], [1.768597, 6.850776, -0.911146], [0.343873, 4.803096, -0.594831], [1.218582, 3.781686, -1.657769], [-1.086842, 4.820553, -2.295264], [0.031248, 4.695310, -3.627432], [-0.244349, 6.210231, -2.746463], [3.820069, -3.891017, -4.097700], [2.316336, -4.009401, -4.467303], [2.064449, -3.396542, -5.874361], [0.549657, -3.481266, -6.353568], [0.332921, -2.952729, -7.778252], [0.953803, -3.811398, -8.940373], [2.295058, -3.147978, -9.348292], [2.183622, -1.685032, -8.979371], [1.007095, -1.540912, -8.031079], [-1.173345, -2.855899, -7.980699], [-1.938404, -2.056700, -6.889516], [-3.248193, -1.534452, -7.378368], [4.508112, -4.175101, -4.893939], [4.041737, -4.456059, -3.192327], [3.970056, -2.849133, -3.814741], [1.639394, -3.540007, -3.753492], [2.039114, -5.063264, -4.442448], [2.633905, -3.991921, -6.588047], [2.317702, -2.342964, -5.756318], [0.019475, -2.797367, -5.690773], [0.125786, -4.484847, -6.318227], [0.241099, -4.037483, -9.733497], [1.157214, -4.798530, -8.525280], [2.333238, -3.184188, -10.437017], [3.095057, -3.786980, -8.974423], [1.827112, -1.135207, -9.850408], [3.110418, -1.381642, -8.492441], [0.303267, -0.860989, -8.511102], [1.304805, -1.231525, -7.029202], [-1.547615, -3.867233, -8.139469], [-1.175902, -2.438738, -8.987718], [-1.374524, -1.190126, -6.544282], [-2.163777, -2.718662, -6.053390], [-3.819839, -2.290242, -7.916975], [-3.220539, -0.695341, -8.073506], [-3.932786, -1.199132, -6.599269], [-6.029352, -4.566247, -0.059712], [-5.545184, -5.880784, 0.584071], [-4.038579, -6.225688, 0.218481], [-3.042854, -5.273864, 0.972273], [-1.563045, -5.708248, 0.791858], [-0.599566, -4.801949, 1.493101], [-0.291286, -5.391005, 2.837382], [-0.298351, -6.898235, 2.679109], [-1.430604, -7.038792, 1.579885], [-1.132591, -5.845007, -0.682459], [-1.312437, -4.638762, -1.529929], [-0.838645, -4.874777, -3.011924], [-5.869269, -4.558569, -1.137862], [-5.546774, -3.670815, 0.331982], [-7.104307, -4.439294, 0.068526], [-6.232116, -6.678079, 0.300282], [-5.576626, -5.869941, 1.673574], [-3.908646, -6.066950, -0.852041], [-3.784778, -7.222888, 0.578035], [-3.230895, -5.247532, 2.045611], [-3.105969, -4.225954, 0.679027], [0.334089, -4.870414, 0.934798], [-0.853931, -3.748200, 1.379120], [0.632168, -4.968592, 3.233487], [-1.109841, -4.998002, 3.440398], [0.727666, -7.173854, 2.435351], [-0.560940, -7.340564, 3.640098], [-1.157926, -7.886740, 0.951604], [-2.317798, -7.348103, 2.132436], [-1.749668, -6.671420, -1.035095], [-0.092245, -6.170145, -0.674758], [-0.763191, -3.757777, -1.197842], [-2.379282, -4.418976, -1.489429], [-1.484782, -5.601813, -3.503880], [0.211343, -5.167092, -2.998972], [-0.908764, -3.945308, -3.576957], [4.527414, -2.685548, 2.527761], [3.409688, -3.468934, 3.239018], [3.077446, -2.898210, 4.656283], [2.275245, -1.557260, 4.769073], [1.827912, -1.082043, 6.163348], [1.023709, 0.261508, 6.165608], [2.055566, 1.399364, 6.486496], [3.008738, 0.735582, 7.469073], [3.060696, -0.762581, 7.009861], [0.903073, -2.199712, 6.792323], [-0.242238, -2.605504, 5.860413], [-1.359190, -3.493529, 6.445988], [4.037056, -1.759679, 2.227057], [4.725989, -3.228462, 1.603690], [5.464441, -2.558957, 3.070031], [3.837887, -4.456651, 3.409808], [2.506698, -3.658363, 2.658663], [4.076509, -2.765131, 5.071340], [2.451094, -3.634510, 5.159897], [1.351492, -1.638540, 4.196218], [2.850670, -0.735339, 4.343117], [0.297144, 0.258687, 6.978130], [0.357061, 0.477324, 5.330674], [1.533170, 2.301811, 6.803950], [2.642506, 1.608940, 5.592251], [2.487348, 0.682183, 8.424793], [3.996257, 1.174714, 7.610781], [3.139522, -1.416475, 7.878367], [3.919261, -1.052323, 6.404059], [0.533247, -1.800845, 7.736908], [1.515971, -3.070299, 7.025842], [0.131733, -3.232237, 5.050810], [-0.776542, -1.751163, 5.444824], [-1.741735, -3.013666, 7.346815], [-1.096707, -4.548137, 6.529725], [-2.196076, -3.496381, 5.747621], [6.084423, -0.313932, -1.304678], [7.013795, -0.336213, -2.113374], [5.147114, 0.447524, -1.475143], [6.057742, -1.037190, -0.362833], [-2.214313, -1.310777, 2.434887], [-1.014820, -1.332887, 2.719157], [-2.655195, -1.923628, 1.514074], [-2.948071, -0.562957, 3.048650], [3.400351, -6.015613, -0.372792], [2.788858, -6.270796, -1.414218], [2.720733, -5.799119, 0.664044], [4.571114, -6.003944, -0.353949], [-0.390651, -0.151523, -3.908409], [-0.925544, -1.045436, -3.291723], [0.548822, -0.422684, -4.629305], [-0.793435, 0.998321, -3.630043], [5.222764, 0.926792, 4.414497], [4.410199, 1.293320, 3.581189], [5.861876, 1.746897, 5.061711], [5.422540, -0.274685, 4.595950]], "forces_ev_per_a": [[-0.4545, 0.1537, 0.4267], [1.2535, 0.1816, -0.6665], [-0.3768, 0.2910, -0.6378], [-0.2796, 0.2010, 1.7836], [-0.6084, 0.6125, -0.8679], [1.1261, -0.2079, 0.1636], [-0.4681, 1.7776, -0.1661], [-0.3969, -1.5227, 1.0778], [-0.0601, 1.1256, -1.0924], [-0.1760, 0.2010, -0.2021], [-0.0972, 0.0675, 0.1073], [0.0205, 0.6196, -0.3865], [-0.0202, -0.0202, 0.4563], [-0.0864, -0.4196, 0.1641], [-0.0982, -0.0413, -0.0633], [0.2591, -0.3292, 0.3622], [-0.6454, -0.0273, -0.2793], [0.0167, -0.9301, 0.1040], [0.0020, -0.7574, -0.3175], [0.4969, -0.4950, 0.4551], [-0.2246, -0.2015, 0.2818], [-0.1257, 0.0969, -0.1749], [-0.2090, -0.6347, 0.5647], [0.1464, 0.4447, -0.7278], [0.0498, 0.0629, 0.0199], [0.6519, -0.0402, -0.0738], [0.6837, -0.3871, -0.3576], [0.3473, 1.2885, -0.8367], [0.0831, -1.8129, 1.4830], [-1.3310, -0.1827, -0.6440], [-0.6109, -0.1862, -0.5731], [0.6063, 2.3300, 1.5709], [0.6760, -0.6912, 1.4411], [1.4750, 0.2534, -1.4495], [-0.6387, 0.0265, -0.0994], [0.2804, -1.1631, -0.3698], [0.2157, 0.1446, -0.2572], [0.2213, -0.0045, 0.2689], [-0.1569, -0.3567, 0.4991], [0.0470, 0.8827, -0.5612], [-0.2491, 0.0888, -0.2937], [-0.0813, 0.5591, -0.4891], [-0.5058, 0.1609, -0.0820], [-0.2618, 0.0204, 0.9356], [0.0828, -0.4425, -0.1360], [-0.2070, -0.3378, -0.1953], [-0.1762, -0.0551, -0.9439], [-0.4379, -0.5489, 0.2303], [-0.4882, 0.9652, -0.0137], [0.3428, -0.2241, 0.0461], [0.3032, -0.6976, -0.1094], [0.1184, -0.3743, 0.6982], [0.0451, 0.1248, -0.0755], [0.2410, 0.1690, 0.0348], [-0.3898, -1.2791, 0.6544], [-1.0533, 0.8215, -0.1561], [1.5625, -1.3112, -0.0943], [-0.3896, 0.1054, 0.5960], [0.0428, 0.8404, -0.5156], [0.9088, 0.0895, -0.1513], [-0.2689, -1.4955, -2.0769], [0.9651, 1.6630, 0.8057], [-0.3519, -0.8629, -1.4599], [0.4987, 0.0775, 0.3568], [-0.0219, -0.0507, -0.5769], [0.6967, 0.2732, -0.5223], [0.2624, -0.2205, 0.1463], [0.1807, -0.2194, -0.1207], [-0.5784, 0.4804, 0.0826], [-0.3747, 0.0044, -0.0504], [0.1856, -0.5199, -0.1572], [-0.0157, 0.0947, -0.1868], [0.1331, -0.1450, 0.3996], [0.5477, -0.3252, 0.4005], [-0.9302, -0.3025, 0.7516], [0.4453, 0.5500, 0.5095], [-0.6179, 0.3052, -0.0479], [0.0077, -0.0370, 0.2277], [-0.1883, 0.0867, 0.0775], [-0.3182, 0.6027, -0.0090], [-0.3753, 0.3152, 0.6645], [0.1536, -1.9173, -0.7046], [-1.5587, 0.2417, 1.7005], [0.6135, 0.6452, -0.2954], [-0.4115, -0.2800, 1.4513], [-1.0832, -0.9378, -2.4910], [1.3156, -0.2013, 0.4517], [-0.0583, 0.8129, -1.3995], [0.4157, -1.9753, 0.2724], [-0.8535, 2.5555, 0.0624], [1.4346, -0.2958, 0.1381], [-0.5091, 0.5059, -0.0583], [-0.3929, 0.6210, 0.5509], [-0.2816, 0.2711, 0.0962], [-0.5255, 0.2795, 0.0522], [0.1923, 0.6272, 0.3250], [0.4051, -0.3160, -0.9059], [0.5195, -0.6449, 0.1465], [-0.0932, -0.0684, 0.0330], [-0.0741, 0.5352, -0.0070], [0.6681, 0.2105, -0.3914], [-0.4813, -0.5143, 0.0032], [0.0331, 0.2093, 0.0687], [0.3678, -0.5905, 0.1860], [-0.1016, -0.0651, -0.7261], [-0.0502, -0.0917, -0.2596], [-0.0368, 0.4122, 1.0748], [-0.2031, 0.0921, -0.1556], [-0.1324, 0.2801, -0.2901], [-0.2161, -0.0877, 0.6724], [0.3308, -0.5561, -0.1997], [-0.7153, -0.3390, 0.3525], [0.1592, 0.1260, 0.2144], [0.7086, 0.2921, -0.0509], [-0.0256, -0.3431, 0.0281], [0.5520, -0.0494, 0.2185], [0.2553, 0.1598, -0.1889], [-1.1216, 0.6659, 0.7168], [0.2906, -0.5543, -0.7905], [-1.6751, -1.0862, 0.2533], [2.0142, 0.8350, 0.4011], [0.1642, 0.4426, -1.0560], [0.5244, -0.5986, 1.5619], [-1.5397, -1.1389, -1.1310], [-0.2704, -0.5444, 0.6840], [-0.2796, -0.8306, 1.4597], [0.6504, 0.4308, -0.5377], [0.4635, -0.2679, -0.4178], [-1.6348, 0.1684, -1.0514], [-0.1889, -0.0102, -0.0324], [-0.0393, -0.2616, -0.1389], [0.4794, 0.1450, -0.2435], [0.3173, 0.3084, 0.2126], [-0.0519, -0.1743, -0.2398], [0.5329, 0.5362, -0.0976], [0.3667, -0.0768, -0.5787], [-0.2346, -0.1478, -0.1330], [0.0950, 0.0008, -0.0360], [-0.2147, 0.8588, 0.0331], [-0.0462, 0.0174, 0.2543], [0.2957, -0.3376, -0.0141], [0.2247, 0.7437, 0.2772], [1.1472, 0.2472, -0.1127], [-0.1298, 0.6235, -0.4640], [-0.4267, -0.2666, 0.6251], [-0.3249, 0.5001, -0.2576], [-0.0676, -0.1132, 0.5159], [-0.7648, 0.5450, 0.0980], [0.4604, -0.2864, 0.1982], [0.3888, 0.0682, 0.1289], [-0.0161, -0.2592, -0.0134], [0.5478, 0.0713, -0.0883], [0.2891, -0.0997, 0.4175], [-0.0451, -0.1714, 0.2187], [1.2179, 0.1882, -0.2334], [-0.3973, 1.3924, 1.1248], [0.1374, 0.0649, -0.7093], [-0.8285, -0.8028, 0.8136], [1.8185, 0.4239, -1.2711], [-0.9220, 1.5710, 0.7202], [-0.5139, 1.4673, -0.4422], [1.9215, -1.4021, 0.6976], [0.0544, -1.3920, 0.8557], [-0.2581, 0.6646, -1.1411], [-0.4954, 0.1343, 1.0937], [0.1574, -0.2107, -0.0977], [0.1099, -0.0750, 0.1699], [-0.0116, -0.0285, 0.1771], [0.3149, -0.1762, -0.2495], [-0.2599, 0.3467, 0.1124], [0.1069, -0.5059, -0.0392], [-0.2381, -0.2128, -0.5977], [0.0924, -0.3172, 0.0436], [0.0282, -0.0673, -0.3296], [0.1620, -0.2978, -0.3752], [-0.6946, -0.0999, 0.6252], [0.0493, -0.1136, -0.0860], [-0.0706, -0.4454, 0.8404], [-0.3121, -0.4606, -0.6440], [-0.2000, -0.3376, -0.3063], [-0.2116, 0.3773, -0.5350], [-0.3405, 0.6843, -0.4652], [0.1022, 0.0103, -0.3031], [0.1350, -0.1016, 0.2130], [-0.0087, -0.0499, 0.4501], [-0.0771, 0.4557, -0.3370], [0.2492, -0.2573, -0.0211], [-0.1302, -0.3082, -0.0964], [-0.0651, 0.1552, 0.1630], [-1.7170, -0.3791, -0.9507], [0.7723, 0.1906, 1.1007], [-0.4645, 0.5647, 0.0181], [0.0794, 0.2511, -1.1608], [-1.2239, -0.4286, 0.5287], [0.6631, 0.7531, 0.5458], [0.2046, -1.3342, -1.3160], [-1.0675, -1.3017, 0.3165], [0.7094, 0.0208, 0.1606], [0.1847, 0.4037, -0.3373], [-0.3878, -0.6746, -0.2527], [0.0083, 0.6240, 0.0327], [0.8660, 0.5856, 0.0554], [0.2631, 0.0434, -0.0498], [-0.4162, 0.2059, 0.1862], [-0.3180, -0.2280, 0.2593], [0.0532, 0.2879, -0.3882], [-0.2379, -0.1145, 0.6869], [0.4462, -0.3155, 0.3512], [-0.0882, 0.0011, -0.0186], [0.2305, 0.1148, 0.0928], [0.3117, -0.6595, 0.4452], [0.6788, -0.6405, -0.7496], [0.1540, -0.0612, 0.2333], [-0.1573, 0.2957, -0.2811], [0.2346, 0.2959, 0.3530], [-0.1409, -0.0231, -0.3295], [-0.5277, -0.0732, -0.0189], [0.0677, 0.6169, -0.1888], [0.0593, 0.1600, -0.0285], [0.2291, 0.2251, -0.0945], [0.3304, 0.5611, -0.3314], [0.4296, 0.2340, -0.2120], [-0.0276, -0.5902, 0.3714], [0.2379, 0.1688, 0.6349], [0.0274, 0.1827, -0.1731], [1.4899, 0.0926, -1.8169], [0.7598, 0.1356, -0.6825], [-3.0510, 2.8493, -0.7611], [0.1213, -2.7407, 3.4127], [0.8889, 1.8166, 1.1058], [1.9145, -0.7137, 0.5049], [-1.0262, -2.8212, -3.3475], [-1.6714, 1.8154, 1.8946], [-3.0528, -0.2802, 0.2301], [-1.3151, -0.1355, -1.7451], [-0.7704, 0.5017, 1.1928], [4.3488, 0.2576, 0.4007], [-0.0133, 0.3172, 1.5916], [-1.7603, -2.8239, 1.1610], [1.1876, 0.7392, -1.8109], [0.2356, 1.7969, -0.9798], [1.5628, -0.4052, 1.0333], [-2.3535, 0.8454, -1.8700], [0.3662, 1.1211, 0.7096], [-0.3347, -1.4895, 0.2893]]}